[1]
Here is a cluster of 2 separate species, C3H6N2O2 in total at a distorted geometry from the Open Molecules 2025 dataset. Energies are from ωB97M-V with the def2-TZVPD basis set.

Each line ends with the natural charge from an NBO analysis.
Atoms and positions in Å:
H 1.952681 2.183042 0.948947  0.1615
H -0.837332 0.553716 -1.813034  0.4018
N 1.899573 -0.940074 -0.111148  -0.4117
H -0.988658 -1.635571 0.170475  0.2125
O 0.986664 1.204127 2.379478  -0.4848
C 1.534191 1.239536 1.304231  0.3610
H 0.214496 -0.640769 -1.003810  0.4095
C 1.795546 0.020708 0.499646  0.2646
H -2.207897 -0.438648 0.262370  0.2344
N -0.615205 0.048837 -0.966694  -0.2564
H -1.951390 -1.576467 -1.248836  0.2038
C -1.523385 -1.002140 -0.404532  -0.4170
O -0.259283 0.983702 -0.017095  -0.6794

Cartesian forces (eV/Å) of the 6 atoms listed first:
0.026 -0.077 -0.603
-0.369 -0.592 -0.471
0.327 -1.115 -0.701
2.094 -1.844 1.845
0.417 -0.348 -0.555
-0.112 0.149 1.281

Output
energy relative to the best compared isomer or geometry (same formula, charge and spin): 128.12 kcal/mol
Kohn-Sham gap: 10.15 eV
F_max: 4.73 eV/A

[2]
Here is a structure of composition C18H27Cl2CoO8 from the Open Molecules 2025 dataset. Energies are from ωB97M-V with the def2-TZVPD basis set.

Each line ends with the Löwdin spin population.
Atoms and positions in Å:
C 0.786421 2.348912 2.695949  0.0001
C -2.360987 1.048452 -0.731904  0.0004
Co 0.540021 -0.018285 -0.169745  0.9825
C 2.818434 0.462314 1.445886  0.0005
C -0.329441 -1.600322 -2.387818  -0.0006
H 1.961174 3.241877 -0.966325  0.0000
H -1.609297 -3.712601 -3.221016  0.0000
H -1.021291 3.704796 0.327802  0.0000
H -1.914460 -3.394393 1.690617  0.0000
H -1.665106 1.445225 -2.728871  0.0000
H 1.301974 0.484096 3.666623  -0.0001
H -1.194952 3.964291 2.070452  0.0000
H 2.855991 -4.433004 -0.223590  0.0005
C -0.959621 3.221499 1.298852  0.0000
H -3.098378 -5.213321 0.511530  0.0000
C 0.788696 0.830842 2.765766  0.0000
H -2.380594 0.022431 -1.094350  0.0002
Cl 2.498835 -2.187008 -0.795200  0.0180
C 3.011162 1.504471 0.367768  0.0005
H -0.227208 0.440533 2.772191  0.0000
H -2.134551 2.920298 -1.858907  0.0000
C -2.432537 -4.593291 -1.435592  0.0002
H 1.118405 -3.988199 -0.192061  0.0000
C -1.870367 -3.467612 0.609341  0.0001
C 0.665264 2.259736 -2.338109  0.0004
H 0.521272 3.174740 -2.922008  0.0001
O 1.411062 0.217164 1.627967  -0.0026
C -1.696441 -3.661036 -2.144353  -0.0001
O -0.313206 2.127761 -1.322058  0.0042
Cl 2.201694 -3.464563 1.824900  0.0000
H 1.787237 2.741596 2.894263  0.0000
H 0.133339 2.725343 3.491269  0.0000
H -1.932806 1.664933 2.422338  0.0000
C -1.041629 -2.607571 -1.506895  0.0002
O -0.432811 -1.565605 0.578621  -0.0003
O 0.392335 2.797345 1.420650  0.0004
H 2.822981 2.391717 -2.278866  0.0001
H -0.771773 -1.494124 1.478584  0.0001
H -3.391192 1.383647 -0.586703  0.0001
H 3.259459 0.796197 2.385381  0.0000
C 1.972606 2.350825 -1.597347  0.0002
H 0.634233 1.393468 -2.999843  0.0000
H -2.936394 -5.395402 -1.956406  0.0000
C -2.525029 -4.492041 -0.054607  0.0000
H 3.258555 -0.493563 1.169864  0.0000
H -2.969689 2.457525 1.248919  0.0004
O 2.128873 1.204681 -0.723231  0.0034
C -1.143116 -2.545727 -0.123388  0.0004
C 2.126359 -3.690588 0.075360  0.0014
O -0.032193 -0.436730 -1.872476  -0.0216
H 4.046074 1.489680 0.016043  0.0002
H 2.774660 2.501609 0.741262  0.0000
C -1.956819 2.075913 1.410472  0.0009
O -1.696687 0.986951 0.530806  0.0139
O -0.132589 -1.871460 -3.549713  -0.0039
C -1.645952 1.945579 -1.758094  0.0000

Cartesian forces (eV/Å) of the 6 atoms listed first:
-0.050 -0.047 -0.004
-0.088 -0.039 -0.065
0.229 -0.255 0.390
-0.006 -0.041 -0.029
0.005 -0.060 0.062
0.018 0.008 -0.003

Output
spin multiplicity: 2
net charge: +1
energy relative to the best compared isomer or geometry (same formula, charge and spin): 4.80 kcal/mol
Kohn-Sham gap (alpha / beta): 9.09 / 9.72 eV
F_max: 0.52 eV/A

[3]
Here is a cluster of 3 separate species, C20H16BBrO14 in total at a distorted geometry from the Open Molecules 2025 dataset. Energies are from ωB97M-V with the def2-TZVPD basis set.

Each line ends with the natural charge from an NBO analysis.
Atoms and positions in Å:
O 1.673689 1.717864 -1.960498  -0.5320
C 2.965743 3.207918 2.921551  0.2954
C 0.709040 2.603660 -1.927025  0.7468
O 5.401644 3.448336 -0.536854  -0.6398
O 1.034458 3.970472 -2.366333  -0.4592
O 2.205472 -5.577040 0.371506  -0.6385
H -3.440851 -0.960050 1.036128  0.2227
H -1.138355 -7.972565 2.518141  0.2489
O 2.121664 3.116929 4.013086  -0.6448
C -2.810302 -1.757227 0.424779  -0.6529
H 0.666455 -3.526116 0.982993  0.2506
O 6.146720 4.438555 1.912337  -0.5247
O 1.129208 -7.960870 1.203603  -0.5183
C -2.666493 2.738595 -3.985313  -0.5486
C 4.569458 3.332559 0.561410  0.2972
C -0.977070 -4.551812 2.001782  0.4728
B -1.546200 0.751760 -1.404753  1.1964
C 0.994754 -5.617896 1.038356  0.3006
C 0.485430 -6.950163 1.464719  0.4688
C 0.309087 -4.500939 1.289174  -0.3601
H -3.195241 1.693495 -0.573877  0.4953
H -3.758783 -0.569597 -1.324258  0.1760
H 1.327757 2.637746 3.689674  0.5037
H 2.502055 -6.511373 0.311823  0.5048
H 6.198011 3.922144 -0.211919  0.5022
O 1.414682 2.048080 1.585924  -0.5349
C -1.472754 -5.881811 2.452378  0.2950
H 4.502706 4.245965 3.944580  0.2463
H 3.027075 2.304945 -0.464489  0.2710
C 4.152822 3.809781 3.017725  -0.3555
C 3.383800 2.727671 0.466302  -0.3688
O -0.777381 5.406170 -2.860160  -0.4859
Br -5.541654 3.890438 -4.242750  0.0397
O -1.542024 -0.672495 -1.622261  -0.6978
O -2.669700 -5.919584 3.143764  -0.6419
C -0.789599 2.027623 -2.067200  -0.3594
H -3.244312 -2.830185 0.573430  0.2228
C -1.311244 2.981280 -3.125145  -0.0277
C 2.503010 2.611033 1.638687  0.4736
H -3.294883 1.796058 -3.663725  0.2649
H -2.969141 -4.985956 3.198100  0.5037
C -3.560482 4.052060 -4.394031  0.4655
C -2.816361 -1.243932 -1.160497  -0.0893
O -1.637048 -3.544928 2.233353  -0.5312
H -1.695758 -1.677734 0.829562  0.2453
H -2.239367 2.437640 -5.069809  0.2878
C -0.286024 4.202961 -2.979234  0.7109
C 5.044439 3.905387 1.851330  0.4713
C -0.788613 -6.999028 2.198414  -0.3536
H -2.996595 -2.233743 -1.791912  0.1960
O -2.355450 1.273374 -0.241349  -0.9260
O -2.947495 5.144544 -4.901218  -0.4851

Cartesian forces (eV/Å) of the 6 atoms listed first:
-5.157 5.045 1.067
-0.711 0.161 1.738
5.034 -5.756 -2.128
-0.530 0.224 1.891
-4.893 -3.688 -0.446
-1.594 -0.847 0.957

Output
Kohn-Sham gap: 7.81 eV
F_max: 9.75 eV/A

[4]
Here is a structure of composition C57H137BaN4O17 at a distorted geometry from the Open Molecules 2025 dataset. Energies are from ωB97M-V with the def2-TZVPD basis set.

Each line ends with the Mulliken charge.
Atoms and positions in Å:
H -2.502797 -7.267652 0.509585  0.4548
H -3.775368 0.832567 3.337220  -0.2111
H -2.173452 6.192381 4.527314  0.3818
H -0.449298 1.729040 3.350369  0.0394
H -4.100122 5.727987 -1.348550  0.4506
H -2.390411 1.714513 4.634878  -0.2861
H -0.260668 -5.216193 4.620324  0.2459
C 3.725185 -0.176926 6.309457  1.7920
H 4.382077 -2.573431 -3.295522  0.4474
H 3.284945 4.125254 -3.471722  0.4784
H -3.353827 -4.237195 2.638128  0.2459
H 1.985333 3.122571 1.172857  -0.1595
H -4.005159 3.834930 4.467779  -0.0852
O -2.590614 4.247314 -1.462058  0.9582
O 1.130211 4.523804 2.300294  -0.2771
H -4.079812 5.145823 3.187602  0.0295
C -0.579181 1.199739 0.342694  0.3812
H -4.781593 -0.434317 0.996607  -0.0276
H 0.489396 0.165081 -11.675102  0.4383
N -0.229436 -1.599331 -8.819833  0.3855
H -6.305652 1.852937 4.033131  0.3565
H -4.147626 2.480316 2.183983  -0.0288
H 0.516008 1.338001 -7.888958  0.2772
H 2.856519 -2.998320 2.782000  0.1359
C 4.464080 -0.390746 7.671870  -1.9988
H -5.624040 4.114268 1.786754  0.4376
H 1.436637 -1.691334 6.329840  0.3900
C -3.775635 4.865245 4.195992  -0.4611
N 3.204752 -1.493212 5.784229  0.0198
C -6.093297 -0.278116 3.763361  -1.1353
H -2.035217 1.481632 -5.037257  -0.3952
C -1.359751 1.941930 6.531714  -1.2841
H 2.045097 -3.089416 -4.102794  0.7442
H 4.223122 3.468899 1.990170  0.2909
H 4.974436 -0.207026 -2.637463  0.5817
H 0.030610 -3.154662 -0.972529  -0.2265
H 4.929075 0.529930 8.024343  0.3731
C 2.610373 -3.959387 -1.561068  -1.6586
C 1.672051 -0.990217 -7.330833  -1.0062
O 2.283235 -2.080659 6.560667  -0.4679
H -3.131535 7.166457 -2.969281  0.4739
H 2.478799 6.425955 -0.866913  0.3284
H -6.600392 2.890409 -0.544306  0.4288
C -3.368431 5.303155 -2.035754  -0.3552
H -1.997889 0.112323 2.133554  -0.2853
H 4.991452 1.184087 3.293147  0.6832
C 3.739365 -1.718279 -3.504656  -1.2444
O -2.117844 -7.903160 3.653300  -0.4552
H 1.296265 4.841720 3.190763  0.1735
H 0.784288 -8.807050 2.449059  0.4156
H 1.762701 -5.938891 2.654598  0.4415
C 2.547736 3.730091 -2.772823  -0.4709
C -2.099095 -6.010065 2.119749  2.3413
C 3.328006 0.510119 -0.392207  -1.1075
C 0.409650 -2.881052 -1.957189  -1.5895
H 1.932248 1.191122 5.813584  0.1287
H 3.459769 1.296347 4.107717  -0.7146
C 2.066550 3.531111 2.180123  0.8089
C 2.331127 -2.314888 -3.391179  -1.3343
H 1.114827 -1.359518 3.130038  0.0035
H -1.217591 -5.335474 0.163164  0.2984
H -3.466833 1.286325 -2.446128  -0.3363
H 0.518756 -3.418991 -10.669917  0.3975
H -2.458018 3.601998 -2.160341  -0.5746
N 2.238424 -1.513078 -0.980445  0.1062
O -1.029449 1.445063 1.473203  0.1618
H 1.133072 -6.034848 5.130801  0.3900
H 5.732200 -0.078247 5.481630  0.3783
H 0.124717 -3.722304 -2.589010  0.7051
O 1.022708 5.248826 -3.666085  -0.5463
Ba -1.369155 4.391882 0.925816  -0.7519
C 4.719495 -1.674289 -0.473655  -1.5780
C 1.487577 -0.912867 4.051801  -1.4929
C 0.166673 -4.770558 1.914083  2.0826
C -0.548454 -1.523367 -6.362821  -2.0221
C 1.126252 3.897895 -3.311895  -0.1598
H 3.695102 -3.928707 -1.663564  0.3450
H 5.059886 1.430071 5.763644  0.5822
H 0.973874 -1.230456 0.341177  -0.1603
H 5.062359 -2.412206 -1.198930  0.3757
H 2.573197 1.140606 -0.862166  -0.4509
H -5.173705 1.084116 5.239207  0.3111
H -3.512461 -5.551441 3.718040  0.5628
H 1.984542 -0.461388 -6.430392  0.2798
H 2.520293 -0.925512 -10.704318  0.4572
C 3.910119 -0.700176 3.390190  -0.4743
C -5.545040 1.093538 4.214455  -0.2982
H 3.115775 1.812049 6.940261  0.3748
C 4.318634 0.642156 3.957761  0.5807
H -2.189856 -2.031069 1.434025  -0.2897
H 4.811041 -1.296048 3.243991  0.5311
C -3.041899 -1.464945 1.810371  0.9189
H 1.629634 -8.372988 3.935501  0.3923
C 3.536319 -0.840925 -1.057171  1.8760
H 4.425368 -2.147619 0.463120  -0.0346
C 0.127491 -2.467737 -11.030628  -1.8938
H -1.261315 3.026563 6.576445  0.1821
C 3.926096 -0.494895 -2.558600  -1.0246
H -1.159086 3.645132 4.030343  -0.1135
H 1.339071 0.164818 4.119970  -0.3807
H -4.812669 4.512266 0.318153  0.0827
C -2.785523 1.770768 -4.301357  0.2957
H 0.370708 3.589395 -2.589335  0.0995
H -2.119581 4.663787 5.503760  0.1078
C -1.427022 1.459047 5.076153  0.9510
O -3.833870 3.100495 1.521758  1.2539
H -2.301593 1.639869 6.989734  0.3966
H -1.017489 -0.051854 -10.867071  0.3772
O -1.628756 -1.762466 -8.931035  -0.4813
H 2.676139 2.700453 -2.438971  -0.2373
O 1.766386 -1.766103 0.259852  1.8554
H -1.655862 -4.134146 1.080626  -0.0663
O -4.525294 1.431807 3.326277  -0.4182
H 2.532971 -4.179984 -0.496432  0.0467
H 0.931602 -6.672309 1.346330  0.4817
C 0.464595 -1.290964 -10.068261  1.4273
H 0.215059 8.032917 0.128195  0.2191
H -1.979946 0.423231 -2.839173  -0.1846
O -2.660447 -0.353990 2.648500  -0.4180
H 0.057570 -4.007501 2.684754  0.0525
H 1.892551 8.521702 -0.177331  0.4196
C 1.487178 6.436971 -0.414517  0.2152
H 3.703025 4.447691 3.345356  0.4738
H 2.003296 2.748858 2.936540  -0.1479
C 1.941786 -2.654004 -1.927912  2.2460
C -2.481106 6.349574 -2.656666  -1.0470
H -0.474060 -2.610372 -6.331532  0.5010
H -1.725322 6.785160 -2.003096  0.1003
C 0.154629 -6.221686 4.688261  -1.5845
H -0.470183 -6.789708 5.377513  0.4380
C 0.662247 -8.355402 3.433547  -1.9153
H -5.420414 -1.125930 3.634750  0.1556
C -2.337174 5.114771 4.535594  -0.2956
O -1.601338 4.387154 3.611521  0.4930
H -0.358093 0.996351 -6.486535  -0.2147
C 4.778943 0.443285 5.395631  -1.9668
H -3.683041 -7.386910 1.832206  0.4251
H 2.720162 4.381116 -1.915766  -0.1221
H -6.330497 1.931308 0.968186  0.1522
H 3.513214 -0.715188 -8.287560  0.4596
H -0.007325 0.316494 -0.884732  -0.6190
H -2.079666 -4.567916 3.828055  0.2860
H -3.641730 -2.175611 2.378919  -0.0360
C 1.988616 -1.339998 -9.847804  -1.2269
H -0.549646 1.651808 7.200790  0.2636
H 0.580717 -2.343466 -12.014116  0.4097
H 5.544309 -0.987346 -0.284210  0.5369
H -4.393413 5.385328 4.928079  0.5118
C -2.771026 -5.022958 3.118794  -1.7750
H -3.274005 -0.503343 -0.086548  0.1082
H -3.740186 1.997647 -4.775964  0.4034
H -1.331780 0.376629 4.990105  0.2672
C -5.884404 2.585065 0.218733  -1.0302
O -0.452085 2.120906 4.226745  -0.6822
C 0.169051 -0.845924 -7.607413  2.0056
H 2.242334 -4.772963 -2.186171  0.4969
H 3.419252 -0.612407 2.420941  -0.6774
H 0.603772 5.331471 -1.840290  -0.3894
C 0.039152 -6.951260 3.317571  1.7976
H 1.685874 6.177569 0.625365  0.0392
C 1.090429 7.856420 -0.496846  -1.3496
H 0.671171 5.276126 -4.558999  0.3038
H 1.144516 3.278671 -4.208739  0.5884
H 0.919982 8.082885 -1.549347  0.3209
H -0.083280 -1.971065 -2.299344  -0.0007
C 2.887248 -2.935791 3.869780  -2.1057
C -3.905043 -0.987246 0.658936  -1.0115
H 3.943634 -1.483877 -4.549370  0.5545
H 3.688573 4.995027 1.661676  0.3452
H -1.972740 3.592201 -4.467521  0.1195
C 2.859604 -1.467755 4.309427  3.0280
H 3.115993 0.506925 0.676961  -0.4028
H -5.163356 1.964483 -0.313302  0.0540
H 1.812034 -2.042851 -7.084929  0.4173
C 0.054018 0.030636 -10.684917  -1.6400
O -2.199764 2.973007 -3.769905  -0.2116
C -1.194838 -5.110581 1.229467  -1.3327
H -6.664994 -0.077702 2.857228  0.2548
O 0.469383 5.549713 -0.915140  0.7865
C -0.243203 0.651541 -7.514156  -1.4155
H 0.744598 -1.159280 4.810327  0.6687
H -1.612266 -1.287022 -6.386289  0.5194
H -3.582492 -0.136233 -3.536069  0.6010
O -0.423735 -0.026767 -0.090770  -0.1225
H 0.263660 0.896023 -10.056233  0.3091
C -5.049440 3.673131 0.972295  -0.1266
H 0.818088 -4.366455 1.139190  -1.4957
H 2.338596 0.477491 -8.735709  0.3467
H -3.667424 -5.952787 0.745092  0.3701
H 4.229900 1.117052 -0.471796  0.8219
H 1.763113 -1.492936 -3.826898  -0.3455
H -4.367760 -1.878321 0.234703  0.6022
H 2.125348 -3.616234 4.250044  0.1454
H 3.817120 -3.417176 4.172622  0.5577
H 1.992645 0.636317 7.475458  0.4784
H -1.188971 0.727168 -8.050724  0.5325
C 3.451273 4.162417 2.323911  -1.4326
H -0.189623 -1.175981 -5.393969  0.2015
H 0.003380 -8.971196 4.045755  0.3955
C 2.461481 -0.588508 -8.544305  -1.0495
H -1.801912 -2.647310 -8.601381  0.3467
H -2.232220 -7.417238 4.473302  0.3538
H -0.952164 -2.545330 -11.158799  0.4287
H -6.756572 -0.544665 4.586227  0.4562
C -2.963651 0.702303 -3.216721  -0.0871
C -3.061844 -6.702040 1.255003  -2.0834
C 2.609674 0.902325 6.617199  -1.5796
H 2.289780 -2.380774 -9.728663  0.3870
N -1.358793 -7.107570 2.830031  0.0779
H -3.926167 4.864178 -2.862999  0.2390
C 0.759641 -6.108505 2.263192  -1.7852
H -1.999598 5.966091 -3.556217  0.1823
H 3.282254 0.289536 -2.956394  -0.0285
O -0.299855 2.110637 -0.458222  -0.3715
H 5.216329 -1.178746 7.636300  0.4688
H 3.784050 -0.760466 8.439317  0.3936

Cartesian forces (eV/Å) of the 6 atoms listed first:
-0.143 -0.100 -0.018
0.292 -0.987 -0.172
0.722 -0.019 -0.039
-0.237 -0.398 -0.554
0.250 -0.165 0.375
-0.300 0.018 0.372

Output
net charge: +1
Kohn-Sham gap: 6.98 eV
F_max: 4.97 eV/A